1.
DFT (ωB97M-V/def2-TZVPD) results for a structure of composition C24H60BF4N4Na2O8.

Its charge is +1. The calculation puts the HOMO-LUMO gap at 3.88 eV. Its energy above the lowest of the compared OMol25 structures with the same formula, charge and spin is 10.2583 eV. The HOMO energy is -9.28 eV.

```
103
Properties=species:S:1:pos:R:3:lowdin_charge:R:1
Na 4.378 2.623 3.170 0.937
Na -1.275 0.758 4.801 0.966
B 1.059 1.262 0.067 -1.307
F 1.414 0.182 0.868 0.083
F 0.471 0.847 -1.128 0.106
F 0.090 2.024 0.772 0.048
F 2.213 1.983 -0.191 0.098
C -12.232 -4.028 -0.630 -0.087
O -12.633 -3.852 -2.009 -0.214
C -12.092 -2.681 -2.650 -0.185
C -10.524 -2.786 -2.871 -0.183
N -10.208 -3.882 -3.823 -0.078
C -8.788 -4.250 -3.949 -0.198
C -7.971 -3.071 -4.527 -0.176
O -7.368 -2.193 -3.524 -0.212
C -7.331 -0.778 -3.803 -0.114
H -12.580 -5.005 -0.296 0.086
H -12.806 -3.287 -0.073 0.085
H -11.151 -3.954 -0.508 0.070
H -12.115 -1.817 -1.986 0.108
H -12.653 -2.583 -3.580 0.123
H -10.132 -3.007 -1.878 0.089
H -10.179 -1.799 -3.180 0.109
H -10.709 -4.734 -3.615 0.100
H -8.680 -5.091 -4.635 0.111
H -8.514 -4.653 -2.974 0.111
H -8.668 -2.455 -5.095 0.112
H -7.172 -3.484 -5.143 0.112
H -7.661 -0.158 -2.969 0.074
H -7.841 -0.371 -4.676 0.081
H -6.268 -0.582 -3.942 0.078
C 0.442 0.403 -5.397 -0.071
O 1.426 1.247 -6.142 -0.196
C 2.099 2.199 -5.296 -0.218
C 1.315 3.509 -5.220 -0.188
N 2.022 4.578 -4.456 -0.079
C 1.401 5.940 -4.298 -0.167
C 0.433 5.949 -3.092 -0.233
O -0.884 5.783 -3.527 -0.178
C -1.734 4.978 -2.776 -0.119
H 0.079 -0.456 -5.961 0.072
H -0.455 0.904 -5.035 0.074
H 0.933 -0.131 -4.584 0.075
H 3.015 2.344 -5.869 0.116
H 2.485 1.761 -4.375 0.118
H 0.309 3.346 -4.835 0.102
H 1.233 4.011 -6.184 0.120
H 2.151 4.220 -3.520 0.078
H 0.853 6.258 -5.185 0.114
H 2.214 6.665 -4.264 0.101
H 0.462 6.922 -2.601 0.112
H 0.891 5.258 -2.385 0.115
H -1.655 3.918 -3.020 0.083
H -2.727 5.273 -3.115 0.086
H -1.722 5.172 -1.703 0.086
C 8.043 0.951 1.486 -0.090
O 9.176 1.795 1.745 -0.215
C 9.923 1.421 2.918 -0.180
C 10.346 2.787 3.594 -0.181
N 9.255 3.460 4.348 -0.062
C 9.660 4.627 5.212 -0.191
C 10.503 5.759 4.665 -0.199
O 10.447 7.026 5.420 -0.196
C 11.266 8.072 4.976 -0.134
H 7.682 1.326 0.528 0.095
H 7.251 1.105 2.219 0.055
H 8.440 -0.063 1.504 0.094
H 10.676 0.765 2.482 0.122
H 9.470 0.682 3.579 0.112
H 10.854 3.589 3.059 0.112
H 11.133 2.473 4.280 0.105
H 8.747 2.671 4.721 0.085
H 10.260 4.389 6.090 0.108
H 8.837 5.030 5.802 0.112
H 10.317 5.931 3.605 0.118
H 11.571 5.551 4.730 0.116
H 11.311 8.254 3.902 0.083
H 12.306 7.807 5.171 0.081
H 11.069 9.022 5.472 0.091
C -4.568 -3.229 4.391 -0.121
O -3.462 -3.249 3.545 -0.212
C -3.463 -4.200 2.494 -0.191
C -2.028 -4.218 1.823 -0.156
N -1.144 -5.189 2.491 -0.100
C 0.268 -5.188 2.437 -0.226
C 0.872 -6.421 3.062 -0.228
O 2.144 -6.157 3.653 -0.192
C 2.703 -7.408 3.983 -0.127
H -5.179 -4.095 4.137 0.085
H -5.013 -2.272 4.117 0.090
H -4.535 -3.376 5.470 0.083
H -4.229 -4.131 1.722 0.121
H -3.688 -5.169 2.939 0.115
H -1.616 -3.212 1.899 0.102
H -1.998 -4.404 0.749 0.116
H -1.321 -5.156 3.484 0.103
H 0.591 -4.406 3.124 0.117
H 0.521 -5.085 1.382 0.134
H 1.055 -7.070 2.206 0.118
H 0.294 -6.959 3.813 0.127
H 2.701 -8.126 3.163 0.091
H 2.222 -7.856 4.853 0.084
H 3.669 -7.085 4.370 0.091
```

=====

2.
DFT (ωB97M-V/def2-TZVPD) results for a structure of composition C24H60F6N4O8PSr.

Its charge is +1. The calculation puts the HOMO-LUMO gap at 2.69 eV. Its energy above the lowest of the compared OMol25 structures with the same formula, charge and spin is 8.8645 eV. The HOMO energy is -8.88 eV.

```
104
Properties=species:S:1:pos:R:3:lowdin_charge:R:1
Sr -1.520 3.364 -4.179 1.765
P 0.982 0.436 -0.237 0.142
F 1.098 0.415 -1.817 -0.197
F -0.635 0.569 -0.277 -0.192
F 1.029 -1.166 -0.206 -0.155
F 0.957 0.450 1.394 -0.157
F 2.681 0.323 -0.375 -0.231
F 0.990 2.028 -0.377 -0.186
C 0.877 6.896 0.716 -0.090
O 0.128 7.097 -0.481 -0.201
C 0.432 8.372 -1.093 -0.221
C -0.051 8.443 -2.481 -0.229
N 0.397 7.440 -3.461 -0.059
C 1.801 7.649 -3.699 -0.214
C 2.098 6.902 -4.971 -0.259
O 1.843 5.540 -4.813 -0.220
C 3.024 4.745 -4.974 -0.086
H 1.952 7.059 0.643 0.088
H 0.670 5.857 0.971 0.095
H 0.449 7.617 1.413 0.090
H 1.521 8.397 -1.128 0.114
H 0.011 9.236 -0.580 0.135
H 0.111 9.422 -2.932 0.124
H -1.141 8.421 -2.500 0.118
H 0.044 7.731 -4.362 0.095
H 2.357 7.152 -2.904 0.131
H 2.130 8.688 -3.729 0.134
H 3.022 7.016 -5.539 0.125
H 1.584 7.221 -5.879 0.122
H 3.504 4.884 -5.943 0.093
H 2.780 3.683 -4.978 0.078
H 3.722 4.802 -4.139 0.103
C -1.529 1.319 -7.812 -0.098
O -2.290 1.072 -6.593 -0.247
C -2.949 -0.236 -6.628 -0.191
C -4.244 -0.191 -5.873 -0.246
N -4.181 0.335 -4.526 -0.055
C -5.521 0.925 -4.218 -0.175
C -5.567 1.478 -2.762 -0.229
O -4.922 2.721 -2.664 -0.214
C -5.003 3.139 -1.302 -0.095
H -2.092 1.289 -8.745 0.091
H -0.817 0.516 -8.001 0.094
H -0.987 2.259 -7.917 0.077
H -2.325 -0.961 -6.105 0.128
H -3.055 -0.687 -7.614 0.134
H -4.676 -1.189 -5.946 0.138
H -4.863 0.486 -6.462 0.122
H -3.986 -0.480 -3.962 0.120
H -6.256 0.186 -4.535 0.124
H -5.768 1.754 -4.882 0.116
H -5.317 0.633 -2.120 0.138
H -6.618 1.755 -2.675 0.129
H -4.144 2.741 -0.762 0.097
H -5.876 2.799 -0.745 0.096
H -5.109 4.222 -1.230 0.093
C -4.709 -9.061 3.013 -0.100
O -4.981 -7.910 2.259 -0.197
C -3.996 -7.288 1.495 -0.250
C -4.561 -6.260 0.551 -0.222
N -4.803 -6.580 -0.819 -0.034
C -3.593 -7.085 -1.499 -0.194
C -4.093 -7.830 -2.785 -0.229
O -5.180 -8.688 -2.480 -0.204
C -4.650 -9.981 -2.091 -0.092
H -5.653 -9.493 3.344 0.090
H -4.055 -8.668 3.792 0.091
H -4.216 -9.842 2.434 0.080
H -3.361 -8.059 1.059 0.109
H -3.277 -6.743 2.107 0.118
H -3.763 -5.521 0.626 0.112
H -5.413 -5.777 1.028 0.126
H -5.515 -7.290 -0.920 0.102
H -2.932 -7.805 -1.016 0.094
H -2.914 -6.328 -1.893 0.112
H -3.325 -8.359 -3.350 0.117
H -4.553 -7.087 -3.436 0.113
H -5.580 -10.340 -1.650 0.091
H -3.856 -10.136 -1.360 0.084
H -4.334 -10.585 -2.942 0.083
C 5.150 -2.132 11.283 -0.129
O 5.585 -1.747 9.998 -0.183
C 6.360 -0.567 10.016 -0.201
C 6.882 -0.329 8.586 -0.264
N 5.902 -0.189 7.636 -0.069
C 6.297 -0.421 6.172 -0.141
C 6.941 0.763 5.403 -0.231
O 8.092 1.355 5.901 -0.203
C 9.296 0.620 5.987 -0.095
H 4.448 -1.352 11.579 0.084
H 5.811 -2.319 12.129 0.084
H 4.542 -3.030 11.389 0.083
H 7.098 -0.612 10.817 0.123
H 5.669 0.248 10.230 0.118
H 7.444 -1.245 8.402 0.111
H 7.615 0.435 8.325 0.110
H 5.048 -0.720 7.729 0.102
H 5.305 -0.738 5.847 0.114
H 6.954 -1.281 6.045 0.103
H 6.175 1.538 5.423 0.120
H 7.173 0.489 4.373 0.118
H 9.212 0.237 7.004 0.067
H 10.123 1.330 5.981 0.089
H 9.441 -0.192 5.274 0.092
```

=====

3.
DFT (ωB97M-V/def2-TZVPD) results for a structure of composition C24H60F6NiO20.

Its multiplicity is 3. The calculation puts the HOMO-LUMO gap (spin up / spin down) at 8.15 / 8.08 eV. The HOMO energy (spin up / spin down) is -8.08 / -8.01 eV. Its expectation value of S² is 2.00.

```
111
Properties=species:S:1:pos:R:3:lowdin_spin:R:1
Ni -0.176 0.074 0.428 1.826
C -0.176 -0.163 -2.942 0.007
O -1.478 0.568 -2.971 0.001
O 0.224 -0.247 -1.567 0.046
C 0.087 -1.467 -3.890 0.001
F -0.611 -2.630 -3.757 0.000
F -0.084 -1.002 -5.109 0.001
F 1.376 -1.845 -3.840 0.000
C -1.658 1.574 -3.975 0.000
C -3.265 1.712 -4.021 0.000
H -3.612 1.169 -4.901 0.000
H -3.710 1.199 -3.169 0.000
H -3.677 2.716 -4.122 0.000
H -1.232 1.446 -4.970 0.000
H -1.273 2.559 -3.713 0.000
H 0.582 0.558 -3.246 0.000
C 0.934 3.161 1.286 0.008
O 2.339 2.780 1.339 0.000
O 0.301 2.093 0.662 0.025
C 0.407 3.889 2.585 0.000
F 1.061 4.997 2.962 0.000
F -0.836 4.247 2.453 0.000
F 0.386 3.128 3.664 0.000
C 3.373 3.820 1.473 0.000
C 4.584 3.018 1.595 0.000
H 4.857 2.457 0.701 0.000
H 5.361 3.729 1.878 0.000
H 4.382 2.307 2.396 0.000
H 3.311 4.467 2.347 0.000
H 3.599 4.459 0.619 0.000
H 0.958 3.978 0.564 0.001
C 6.100 0.125 -1.690 0.000
C 4.634 -0.464 -1.483 0.000
O 4.603 -1.671 -0.784 0.000
O 6.522 -0.454 -2.807 0.000
H 6.697 -0.097 -0.805 0.000
H 6.076 1.189 -1.922 0.000
H 4.115 -0.662 -2.420 0.000
H 3.961 0.320 -1.136 0.000
H 5.342 -2.149 -1.168 0.000
H 5.898 -0.149 -3.469 0.000
C 2.541 3.562 -4.004 0.000
C 2.325 2.777 -2.738 0.000
O 0.906 2.869 -2.286 0.000
O 2.368 4.898 -3.802 0.000
H 1.756 3.281 -4.707 0.000
H 3.507 3.300 -4.436 0.000
H 3.183 3.136 -2.169 0.000
H 2.456 1.752 -3.084 0.000
H 0.717 2.409 -1.464 0.000
H 1.583 5.227 -3.359 0.000
C 1.236 -0.185 3.169 0.000
C 2.092 -1.014 2.200 0.001
O 1.934 -0.655 0.866 0.015
O -0.162 -0.270 2.752 0.017
H 1.606 0.840 3.171 0.000
H 1.446 -0.581 4.163 0.000
H 1.833 -2.062 2.353 0.000
H 3.144 -0.937 2.474 0.001
H 2.773 -0.821 0.430 0.001
H -0.680 -0.049 3.530 0.001
C 2.343 -4.201 0.319 0.000
C 1.434 -4.983 1.331 0.000
O 0.135 -5.049 0.813 0.000
O 3.432 -3.544 0.967 0.000
H 1.836 -3.456 -0.295 0.000
H 2.603 -5.015 -0.358 0.000
H 1.404 -4.548 2.330 0.000
H 1.898 -5.933 1.593 0.000
H -0.578 -5.225 1.432 0.000
H 3.866 -2.962 0.339 0.000
C -2.104 -2.325 0.442 0.001
C -2.748 -0.953 0.155 0.000
O -2.185 0.134 0.866 0.024
O -0.707 -2.080 0.405 0.018
H -2.457 -3.119 -0.216 0.000
H -2.313 -2.632 1.466 0.000
H -3.810 -1.117 0.340 0.001
H -2.612 -0.627 -0.876 0.000
H -2.935 0.650 1.171 0.002
H -0.333 -2.959 0.496 0.001
C -4.394 -1.809 -2.779 0.000
C -4.279 -2.753 -3.944 0.000
O -5.370 -3.584 -4.065 0.000
O -4.868 -2.427 -1.550 0.000
H -4.782 -0.818 -3.013 0.000
H -3.386 -1.538 -2.467 0.000
H -3.373 -3.356 -3.893 0.000
H -4.094 -2.087 -4.787 0.000
H -5.762 -3.395 -4.921 0.000
H -5.378 -3.202 -1.794 0.000
C -1.030 -3.904 5.026 0.000
C -2.102 -2.717 5.157 0.000
O -2.963 -2.473 4.017 0.000
O 0.034 -3.538 4.225 0.000
H -1.491 -4.881 4.886 0.000
H -0.489 -3.934 5.971 0.000
H -1.561 -1.771 5.153 0.000
H -2.694 -2.835 6.065 0.000
H -3.771 -2.874 4.345 0.000
H -0.349 -3.281 3.383 0.000
C -3.705 3.161 1.836 0.000
C -4.121 4.195 3.043 0.000
O -4.643 3.441 4.025 0.000
O -4.832 2.497 1.361 0.000
H -2.983 2.406 2.147 0.000
H -3.315 3.760 1.013 0.000
H -4.774 5.036 2.808 0.000
H -3.121 4.530 3.320 0.000
H -3.903 3.175 4.575 0.000
H -5.516 2.708 2.000 0.000
```

=====

4.
DFT (ωB97M-V/def2-TZVPD) results for a structure of composition C24H60N4O16PbS2Ti2.

Its multiplicity is 7. The calculation puts the HOMO-LUMO gap (spin up / spin down) at 3.70 / 8.45 eV. The HOMO energy (spin up / spin down) is -3.61 / -8.36 eV. Its expectation value of S² is 12.00.

```
109
Properties=species:S:1:pos:R:3:lowdin_spin:R:1
Pb -2.473 -1.043 1.601 0.017
Ti 1.431 -2.040 0.219 2.498
Ti -1.128 -1.410 -2.262 2.521
S -1.733 -3.557 0.087 0.031
O -2.065 -4.899 -0.391 0.005
O -0.525 -2.927 -0.511 0.101
O -2.766 -2.592 -0.270 0.034
O -1.664 -3.428 1.525 0.015
S -0.135 0.232 0.011 0.026
O -1.552 0.088 -0.309 0.050
O 0.161 1.606 0.151 0.002
O -0.058 -0.612 1.210 0.050
O 0.535 -0.421 -1.053 0.089
C 4.345 -2.472 -1.545 0.009
O 2.935 -2.670 -1.467 0.074
C 2.314 -3.189 -2.679 0.025
C 2.287 -2.116 -3.825 0.007
N 1.439 -1.003 -3.433 0.027
C 1.029 0.060 -4.392 0.009
C -0.136 -0.363 -5.388 0.006
O -1.196 -0.731 -4.516 0.070
C -2.394 -0.940 -5.258 0.029
H 4.855 -2.550 -0.584 0.002
H 4.426 -1.481 -1.991 0.002
H 4.849 -3.155 -2.230 0.001
H 1.336 -3.450 -2.274 0.017
H 2.842 -4.116 -2.907 0.002
H 1.902 -2.610 -4.717 0.002
H 3.341 -1.912 -4.016 0.001
H 1.201 -0.789 -2.475 0.007
H 1.889 0.416 -4.961 0.000
H 0.588 0.874 -3.817 0.004
H 0.131 -1.205 -6.026 0.002
H -0.469 0.427 -6.061 0.001
H -3.063 -1.555 -4.657 0.018
H -2.304 -1.531 -6.170 0.002
H -2.891 -0.004 -5.515 0.001
C -5.578 -0.116 -0.048 0.002
O -4.470 0.148 0.845 0.002
C -4.152 1.573 1.034 0.000
C -2.997 1.936 2.039 0.001
N -2.792 0.912 3.094 0.001
C -1.449 1.236 3.669 0.001
C -0.958 0.112 4.572 0.000
O -0.895 -1.085 3.768 0.002
C -0.697 -2.196 4.636 0.001
H -5.189 -0.575 -0.957 0.003
H -6.095 0.813 -0.289 0.000
H -6.282 -0.833 0.376 0.000
H -5.030 2.064 1.455 0.000
H -4.026 2.087 0.081 0.000
H -3.061 2.933 2.475 0.000
H -2.146 1.914 1.358 0.000
H -3.441 1.130 3.836 0.000
H -1.523 2.102 4.327 0.000
H -0.678 1.333 2.905 0.000
H -1.643 0.020 5.415 0.000
H 0.018 0.497 4.868 0.000
H 0.266 -2.009 5.112 0.000
H -0.472 -3.045 3.991 0.001
H -1.457 -2.366 5.399 0.000
C 5.314 0.513 0.209 0.001
O 4.672 -0.409 1.041 0.006
C 3.356 0.119 1.447 0.026
C 2.800 -0.905 2.505 0.017
N 2.923 -2.310 2.102 0.028
C 2.484 -3.307 3.100 0.020
C 3.056 -4.676 2.764 0.010
O 4.406 -4.542 3.131 0.003
C 5.015 -5.818 3.265 0.000
H 6.127 -0.002 -0.302 0.000
H 5.711 1.388 0.724 0.000
H 4.607 0.982 -0.475 0.001
H 2.705 0.216 0.578 0.015
H 3.395 1.150 1.798 0.002
H 1.755 -0.773 2.789 0.005
H 3.304 -0.771 3.462 0.002
H 3.910 -2.451 1.940 0.004
H 1.409 -3.347 3.278 0.008
H 2.808 -2.951 4.078 0.001
H 2.990 -4.869 1.694 0.012
H 2.475 -5.400 3.336 0.001
H 6.097 -5.733 3.362 0.000
H 4.726 -6.501 2.465 0.000
H 4.649 -6.290 4.177 0.000
C -3.813 1.782 -2.894 0.019
O -2.896 2.507 -3.676 0.004
C -1.730 2.689 -2.976 0.008
C -1.862 3.755 -1.837 0.001
N -0.538 3.857 -1.199 0.000
C -0.622 4.762 -0.027 0.000
C -0.685 6.207 -0.487 0.000
O -0.492 7.061 0.614 0.000
C -1.696 7.428 1.319 0.000
H -3.396 0.881 -2.445 0.026
H -4.728 1.500 -3.414 0.000
H -4.236 2.375 -2.083 0.001
H -0.990 3.072 -3.678 0.000
H -1.254 1.815 -2.532 0.009
H -2.587 3.343 -1.135 0.000
H -2.294 4.635 -2.312 0.000
H -0.380 2.967 -0.747 0.000
H 0.207 4.663 0.673 0.000
H -1.424 4.490 0.659 0.000
H -1.681 6.369 -0.900 0.000
H -0.024 6.488 -1.307 0.000
H -2.641 7.571 0.796 0.000
H -1.523 8.276 1.981 0.000
H -1.947 6.680 2.071 0.000
```